130
Properties=species:S:1:pos:R:3:mulliken_charge:R:1 method="wB97M-V/def2-TZVPD" gap_ev=6.50 lumo_energy_ha=0.1357 relative_energy_kj_mol=214.4 e_homo_ev=-2.807 total_charge=-2
C 2.128 1.620 4.499 -0.8844
O 1.992 0.481 3.665 -0.2169
C 1.508 0.792 2.371 0.0526
C 0.055 0.142 2.213 0.5015
N -0.430 0.104 0.868 2.4173
H -1.444 -0.065 1.050 -1.4100
H -0.460 1.073 0.248 -0.2495
C 0.274 -0.808 -0.130 -0.4842
C -0.003 -0.575 -1.575 0.5907
O 0.267 -1.718 -2.204 -0.8515
C 0.099 -1.569 -3.629 -1.4471
H 2.574 1.331 5.292 0.5107
H 1.208 1.996 4.641 0.1342
H 2.911 2.250 3.987 0.2803
H 2.245 0.634 1.711 0.0266
H 1.660 1.787 2.002 -0.7865
H -0.722 0.775 2.745 -0.6133
H -0.038 -0.881 2.309 1.0992
H 0.026 -1.822 0.056 0.8931
H 1.311 -0.626 -0.002 -0.7943
H 0.735 0.212 -1.671 -0.1349
H -1.069 -0.280 -1.717 -0.3285
H -0.853 -1.519 -4.053 0.4683
H 0.379 -2.400 -3.979 0.9160
H 0.791 -0.856 -4.033 0.2458
P -1.756 3.036 -0.211 -0.1694
O -1.786 3.801 1.085 -1.1238
O -1.905 3.928 -1.536 -1.0309
O -2.764 1.985 -0.261 -1.1331
O -0.539 2.242 -0.238 -0.1102
N 0.156 5.109 2.340 0.4049
C 0.077 6.345 2.983 -0.2863
C 1.368 6.751 3.306 -0.7067
C 2.249 5.557 2.882 -0.4356
C 1.469 4.642 2.171 0.3351
H -0.649 4.540 1.846 0.3061
H -0.924 6.892 3.106 0.3390
H 1.591 7.675 3.911 0.3002
H 3.497 5.278 2.978 0.1018
H 1.696 3.675 1.546 -0.2335
N 3.288 -2.642 0.513 0.2269
C 3.138 -2.410 1.834 -0.5365
C 4.053 -1.531 2.367 -0.5722
C 4.997 -1.336 1.172 -0.8236
C 4.442 -1.912 0.090 -0.2534
H 2.796 -3.046 -0.152 0.6665
H 2.219 -2.626 2.441 0.4466
H 4.174 -1.034 3.312 0.5670
H 5.943 -0.902 1.366 0.4909
H 4.916 -2.289 -0.961 0.0924
N 0.619 -1.247 5.269 0.2534
C 1.072 -2.343 6.103 -0.7443
C 0.034 -2.845 6.676 -0.3881
C -1.133 -2.073 6.325 -1.0052
C -0.756 -1.131 5.373 -0.0106
H 1.265 -0.853 4.492 0.4169
H 2.111 -2.500 6.106 0.4650
H 0.117 -3.732 7.267 0.4146
H -2.175 -2.272 6.689 0.3199
H -1.149 -0.387 4.768 0.5103
N -0.901 3.597 -3.839 0.2434
C -1.485 3.968 -4.977 -0.3271
C -0.799 3.583 -6.055 -1.1239
C 0.241 2.558 -5.469 -0.4096
C 0.199 2.711 -4.118 -0.8112
H -1.333 3.815 -2.996 0.4929
H -2.276 4.519 -4.868 0.6741
H -1.101 3.440 -7.106 0.2926
H 0.983 2.050 -6.094 0.4282
H 0.813 2.212 -3.472 0.5606
N -3.295 -0.473 0.482 -0.1052
C -3.272 -0.841 1.791 -0.4689
C -3.355 -2.160 1.907 -0.8354
C -3.436 -2.705 0.434 -0.7272
C -3.381 -1.530 -0.358 -0.3219
H -3.043 0.544 0.256 0.7402
H -3.365 -0.284 2.642 0.6033
H -3.506 -2.879 2.647 0.5883
H -3.418 -3.857 0.107 0.2458
H -3.262 -1.522 -1.485 0.2981
N 1.688 -3.769 -1.851 0.8120
C 2.965 -4.011 -2.355 -0.4978
C 3.333 -5.330 -1.906 -0.5286
C 2.104 -5.887 -1.134 -0.8453
C 1.190 -4.860 -1.136 -0.4362
H 1.223 -2.863 -1.922 0.4509
H 3.687 -3.319 -3.034 0.2813
H 4.326 -5.842 -2.034 0.3293
H 1.927 -6.760 -0.605 0.5990
H 0.204 -4.695 -0.702 0.5081
N 0.716 -5.455 -4.240 0.1437
C -0.563 -5.179 -4.582 -0.2717
C -1.118 -6.189 -5.306 -0.9177
C 0.129 -7.201 -5.339 -0.5063
C 1.136 -6.677 -4.768 -0.3661
H 1.377 -4.862 -3.330 0.1918
H -0.973 -4.244 -4.196 0.2772
H -1.997 -6.323 -5.572 0.7029
H 0.024 -8.131 -5.855 0.3925
H 2.219 -7.065 -4.542 0.2544
N -2.687 2.763 3.372 0.3280
C -1.916 2.619 4.533 0.0132
C -2.791 2.019 5.434 -0.8849
C -4.080 1.682 4.778 -0.6857
C -3.948 2.198 3.535 -0.4194
H -2.438 3.217 2.551 0.4422
H -0.835 3.058 4.430 0.1918
H -2.519 1.797 6.421 0.5043
H -4.972 1.291 5.217 0.4945
H -4.799 2.240 2.715 0.2777
N -3.593 1.133 -2.574 0.6658
C -4.882 0.731 -2.848 -0.1739
C -4.866 0.358 -4.186 -1.1466
C -3.483 0.625 -4.658 -1.0458
C -2.673 0.908 -3.621 -0.1239
H -3.078 1.374 -1.622 -0.0713
H -5.788 0.886 -2.158 0.3123
H -5.681 0.068 -4.686 0.6445
H -3.222 0.333 -5.628 0.4820
H -1.643 1.066 -3.415 0.4490
N 1.905 2.711 -0.855 1.1571
C 2.878 1.786 -0.970 0.4173
C 3.923 2.430 -1.754 -0.9169
C 3.366 3.734 -2.059 -1.0102
C 2.200 3.954 -1.463 -0.6113
H 0.943 2.497 -0.597 -0.0854
H 2.718 0.801 -0.376 -0.2896
H 4.954 1.979 -2.293 0.0891
H 3.883 4.417 -2.522 0.7553
H 1.622 4.818 -1.339 0.6013